Entry 1:
Below is C36H60InN9O2SSe as an isolated structure, with properties calculated with ωB97M-V/def2-TZVPD.

```
110
C36H60InN9O2SSe | the Open Molecules 2025 dataset | ωB97M-V/def2-TZVPD
In -0.97 -0.53 1.38
C -1.02 2.54 3.85
C -1.98 1.38 4.09
N -2.57 0.87 2.84
C -3.75 0.04 3.08
C -3.33 -1.33 3.58
N -2.45 -1.93 2.56
C -1.91 -3.27 2.85
C -1.07 -3.31 4.12
C -0.13 -2.13 4.30
N 0.58 -1.75 3.06
C 1.73 -0.88 3.38
C 1.27 0.54 3.65
N 0.49 1.01 2.50
C -0.09 2.37 2.65
H -0.46 2.70 4.77
H -1.58 3.46 3.68
H -2.76 1.70 4.78
H -1.46 0.56 4.57
H -2.83 1.65 2.24
H -4.29 -0.07 2.13
H -4.45 0.51 3.79
H -4.21 -1.95 3.74
H -2.80 -1.26 4.53
H -3.03 -2.05 1.74
H -1.31 -3.56 1.99
H -2.72 -4.00 2.93
H -0.50 -4.24 4.11
H -1.70 -3.37 5.01
H 0.59 -2.36 5.09
H -0.68 -1.25 4.64
H 0.94 -2.59 2.62
H 2.42 -0.87 2.54
H 2.29 -1.26 4.24
H 2.14 1.17 3.82
H 0.65 0.59 4.55
H 1.14 1.10 1.72
H -0.61 2.57 1.72
H 0.72 3.10 2.73
O -3.53 -6.01 -3.25
C -4.49 -5.11 -2.75
C -3.80 -4.10 -1.87
C -4.53 -3.17 -1.14
C -3.86 -2.29 -0.33
N -2.52 -2.26 -0.21
C -1.82 -3.13 -0.93
C -2.42 -4.07 -1.75
C -0.33 -3.04 -0.80
C 0.47 -3.88 -1.57
C 1.86 -3.82 -1.47
C 2.70 -4.77 -2.29
O 2.25 -4.83 -3.63
C 2.40 -2.86 -0.63
C 1.55 -2.04 0.08
N 0.21 -2.13 0.04
H -3.96 -6.67 -3.79
H -5.26 -5.62 -2.17
H -4.99 -4.56 -3.56
H -5.62 -3.14 -1.20
H -4.41 -1.56 0.25
H -1.85 -4.80 -2.31
H 0.04 -4.58 -2.26
H 2.59 -5.77 -1.89
H 3.76 -4.50 -2.21
H 2.60 -4.08 -4.13
H 3.47 -2.74 -0.53
H 1.95 -1.25 0.67
Se -1.47 1.25 -0.43
C -3.33 1.70 -0.70
C -4.26 0.91 -1.35
C -5.51 1.45 -1.64
N -5.87 2.69 -1.33
C -4.96 3.45 -0.72
C -3.69 3.00 -0.38
H -4.02 -0.08 -1.69
H -6.25 0.85 -2.16
H -5.26 4.46 -0.49
H -3.00 3.67 0.13
C 3.56 5.37 -1.95
C 2.14 5.92 -1.80
C 1.06 5.13 -2.54
C 0.84 3.71 -2.03
N 1.84 2.80 -2.58
C 2.44 1.78 -1.96
S 2.03 1.32 -0.37
N 3.41 1.13 -2.62
C 4.16 1.63 -3.78
C 5.65 1.33 -3.65
C 6.39 2.12 -2.58
C 6.07 1.75 -1.14
H 4.27 5.99 -1.40
H 3.87 5.37 -3.00
H 3.66 4.36 -1.56
H 2.12 6.94 -2.17
H 1.88 5.97 -0.74
H 1.29 5.09 -3.61
H 0.11 5.66 -2.45
H -0.15 3.34 -2.30
H 0.92 3.66 -0.94
H 2.12 2.99 -3.53
H 3.84 0.39 -2.08
H 4.03 2.71 -3.84
H 3.77 1.18 -4.69
H 6.09 1.55 -4.63
H 5.78 0.25 -3.49
H 6.21 3.19 -2.74
H 7.46 1.97 -2.75
H 5.09 2.12 -0.81
H 6.81 2.17 -0.46
H 6.08 0.67 -0.99
```

The charge is +2. Its spin multiplicity is 1. The HOMO energy comes out at -12.67 eV. Its strongest force on any atom is 0.7 eV/A. For the frontier orbital gap, the calculation gives 7.481 eV. As for the total energy: -5040.4313 hartree.

Here are the Mulliken charges for atoms 1 to 6, given in e:
1. In 2.2893
2. C -1.4658
3. C -0.3788
4. N 0.0708
5. C -1.0141
6. C -0.6500

Entry 2:
Below is a 3-piece molecular cluster, C36H61N3O4 overall, with properties calculated with ωB97M-V/def2-TZVPD.

```
104
C36H61N3O4 | the Open Molecules 2025 dataset | ωB97M-V/def2-TZVPD
C -1.00 2.23 0.41
C -2.04 1.61 0.50
C -3.26 0.74 0.51
C -2.83 -0.77 0.32
C -2.14 -0.86 -1.06
O -2.97 -0.30 -2.11
C -2.13 -0.23 -3.27
C -1.88 -1.11 1.53
C -0.39 -1.35 1.17
O 0.46 -0.53 1.39
C -0.05 -2.74 0.56
C 0.39 -2.82 -0.76
C 0.65 -4.12 -1.33
C 0.43 -5.21 -0.47
C 0.00 -5.10 0.85
C -0.25 -3.85 1.39
N -3.95 -1.72 0.36
C -5.23 -1.20 -0.13
C -6.25 -2.41 -0.15
C -7.45 -2.11 0.80
C -6.73 -2.74 -1.59
H -0.22 2.86 0.00
H -3.78 0.81 1.49
H -3.88 1.11 -0.32
H -1.18 -0.33 -1.12
H -2.05 -1.94 -1.31
H -2.73 -0.34 -4.19
H -1.56 0.72 -3.25
H -1.39 -1.06 -3.26
H -1.88 -0.30 2.29
H -2.21 -2.01 2.08
H 0.52 -1.90 -1.34
H 0.98 -4.22 -2.36
H 0.59 -6.21 -0.90
H -0.18 -5.97 1.50
H -0.62 -3.69 2.41
H -4.14 -2.03 1.31
H -5.70 -0.45 0.55
H -5.21 -0.82 -1.16
H -5.76 -3.33 0.22
H -7.17 -2.43 1.82
H -8.36 -2.67 0.52
H -7.71 -1.04 0.80
H -7.40 -1.94 -1.97
H -5.90 -2.93 -2.28
H -7.36 -3.66 -1.55
C 0.73 5.84 5.36
C 0.75 4.69 6.40
C 2.20 4.27 6.68
C 2.84 3.42 5.58
C 1.94 2.25 5.22
C 0.52 2.68 4.85
N -0.08 3.56 5.89
O -0.41 2.81 6.91
C 0.54 3.39 3.49
C -0.33 1.43 4.59
C 0.18 5.31 7.68
H -0.19 5.83 4.77
H 0.75 6.82 5.85
H 1.58 5.82 4.68
H 2.24 3.70 7.61
H 2.82 5.16 6.85
H 3.05 4.04 4.70
H 3.81 3.05 5.93
H 2.39 1.69 4.39
H 1.92 1.55 6.06
H -0.45 3.78 3.23
H 0.83 2.70 2.70
H 1.25 4.22 3.43
H -0.35 0.75 5.45
H 0.07 0.86 3.75
H -1.36 1.70 4.35
H -0.86 5.61 7.54
H 0.76 6.19 7.95
H 0.24 4.63 8.53
C 3.33 1.12 -5.30
C 3.37 -0.05 -4.27
C 4.82 -0.45 -3.99
C 5.47 -1.28 -5.09
C 4.58 -2.47 -5.47
C 3.15 -2.04 -5.83
N 2.54 -1.18 -4.78
O 2.21 -1.94 -3.77
C 3.17 -1.32 -7.19
C 2.31 -3.30 -6.10
C 2.79 0.56 -2.98
H 2.42 1.10 -5.89
H 3.35 2.09 -4.80
H 4.18 1.11 -5.98
H 4.86 -1.04 -3.06
H 5.42 0.44 -3.81
H 5.67 -0.66 -5.97
H 6.43 -1.65 -4.75
H 5.03 -3.01 -6.30
H 4.56 -3.17 -4.63
H 2.18 -0.94 -7.45
H 3.47 -2.00 -7.99
H 3.87 -0.49 -7.24
H 2.30 -3.98 -5.25
H 2.72 -3.86 -6.94
H 1.28 -3.04 -6.34
H 1.75 0.85 -3.12
H 3.35 1.45 -2.70
H 2.85 -0.13 -2.14
```

Its spin multiplicity is 3. The HOMO energy (alpha / beta) comes out at -8.42 / -8.83 eV. Its strongest force on any atom is 3.0 eV/A. For the frontier orbital gap (alpha / beta), the calculation gives 9.049 / 8.768 eV. As for the total energy: -1873.2927 hartree. Its expectation value of S² is 2.008.

Here are the Mulliken charges for atoms 1 to 6, given in e:
1. C 0.0007
2. C -0.7678
3. C -1.0882
4. C 1.8941
5. C -1.5959
6. O -0.3791